1.
{"formula": "C9H16OS", "method": "ωB97M-V with the def2-TZVPD basis set", "e_homo_ev": -6.956, "smiles": "CCC1=C(SC)OCC1(C)C", "lumo_energy_ev": 0.75, "molar_mass_g_mol": 172.29, "e_tot_ha": -825.84524, "symbols": ["C", "C", "C", "C", "S", "C", "O", "C", "C", "C", "C", "H", "H", "H", "H", "H", "H", "H", "H", "H", "H", "H", "H", "H", "H", "H", "H"], "positions_angstrom": [[0.14704, 2.68835, -0.63443], [0.37960, 1.88143, 0.67013], [0.12467, 0.39617, 0.44392], [-1.17087, -0.12830, -0.19285], [-2.73923, 0.64782, -0.39689], [-3.73315, -0.65047, -1.31934], [-1.08770, -1.42926, -0.40429], [0.28053, -1.85740, -0.22509], [1.09550, -0.71624, 0.50918], [1.39380, -1.20888, 1.92332], [2.43873, -0.42759, -0.18482], [0.71806, 3.63550, -0.53097], [-0.94026, 2.81421, -0.67105], [0.52584, 2.11896, -1.41479], [-0.28779, 2.33360, 1.51040], [1.48593, 2.00218, 1.00841], [-3.87187, -1.50347, -0.74978], [-3.17935, -0.69727, -2.30551], [-4.73877, -0.23480, -1.57821], [0.60208, -2.19359, -1.17175], [0.34007, -2.70095, 0.43351], [1.88522, -2.16089, 1.71771], [0.41964, -1.41587, 2.25841], [1.93144, -0.42470, 2.37759], [2.93275, 0.48169, 0.33753], [2.01196, 0.04201, -1.06955], [3.03610, -1.29222, -0.34075]], "forces_ev_per_a": [[-0.13, 1.04, 2.86], [0.80, -0.02, 1.27], [-5.77, 0.18, -2.57], [5.06, 2.56, 3.19], [-0.37, -0.48, -0.02], [0.84, 3.08, -2.28], [-0.16, -1.48, -0.33], [0.12, 0.98, 1.23], [0.18, -1.20, -0.66], [-0.54, -0.63, -2.41], [-1.74, 3.25, 0.43], [-0.75, -0.28, -0.36], [0.37, 0.38, -0.66], [0.48, -0.81, -1.73], [1.19, -0.83, -1.24], [-1.83, -0.15, -0.39], [0.19, -1.79, 0.78], [-0.75, -0.83, 1.23], [0.90, 0.07, 0.53], [0.78, 0.06, -1.27], [-0.64, -0.71, 0.28], [0.64, 0.13, 0.90], [-1.01, -0.18, 1.62], [0.69, 0.36, 1.28], [-0.27, -1.91, -0.59], [1.00, -0.31, -0.95], [0.70, -0.46, -0.13]], "lowdin_charge": [-0.11, -0.23, -0.17, -0.53, 0.90, -0.34, -0.10, -0.07, -0.53, -0.03, -0.03, 0.08, 0.04, 0.04, 0.13, 0.12, 0.00, 0.06, 0.05, 0.12, 0.11, 0.09, 0.08, 0.08, 0.11, 0.08, 0.07]}

2.
{"formula": "C9H16S", "method": "ωB97M-V with the def2-TZVPD basis set", "e_homo_ev": -8.187, "smiles": "CC1=C(C)[C@H](S)C(C)(C)C1", "lumo_energy_ev": 0.78, "molar_mass_g_mol": 156.29, "e_tot_ha": -750.63197, "symbols": ["C", "C", "C", "C", "C", "S", "C", "C", "C", "C", "H", "H", "H", "H", "H", "H", "H", "H", "H", "H", "H", "H", "H", "H", "H", "H"], "positions_angstrom": [[-2.37702, -0.42391, 1.34182], [-1.01895, -0.41156, 0.63713], [-0.49408, -1.10683, -0.41329], [-1.16189, -2.10334, -1.34725], [0.99099, -0.50686, -0.63133], [2.06498, -1.56612, 0.46826], [0.89471, 0.86295, 0.02028], [0.17888, 1.76762, -1.08565], [2.19828, 1.52960, 0.60465], [-0.14028, 0.64853, 1.14312], [-2.95885, 0.33254, 0.69315], [-2.41584, -0.46327, 2.45415], [-3.00458, -1.33138, 1.14190], [-1.10301, -3.06267, -0.75294], [-0.64976, -2.10312, -2.32498], [-2.15312, -1.67276, -1.55420], [1.45657, -0.44509, -1.66622], [2.58157, -2.38991, -0.37103], [0.67846, 1.64951, -2.06882], [0.17270, 2.74630, -0.83909], [-0.77320, 1.40513, -1.18031], [3.00470, 0.88586, 0.37148], [2.05096, 1.50778, 1.77833], [2.26370, 2.50122, 0.14799], [-0.76895, 1.49600, 1.47579], [0.48300, 0.25378, 1.95704]], "forces_ev_per_a": [[-1.45, -1.48, -2.34], [-0.64, -1.64, -0.37], [0.63, 2.48, 0.11], [0.80, 0.50, 1.25], [-0.56, -1.49, 0.20], [-0.38, 0.94, 0.97], [-0.83, 2.21, -0.52], [3.33, -3.04, -0.32], [-2.49, -1.01, 1.54], [1.04, -0.20, -0.01], [0.48, -0.35, 2.04], [0.40, 1.23, -0.82], [0.80, 0.26, -0.29], [-0.64, 0.55, -1.42], [0.00, -0.50, 0.59], [-0.05, -0.88, 0.31], [-0.86, -0.36, 1.19], [0.51, -0.96, -1.29], [-0.12, 0.14, 0.47], [-0.01, 3.25, 0.97], [-2.56, -0.76, -0.39], [1.19, -0.22, -0.21], [0.70, 0.60, -2.42], [0.47, 0.51, 0.36], [0.80, 0.01, -0.14], [-0.57, 0.20, 0.54]], "lowdin_charge": [-0.05, -0.30, -0.25, -0.04, -0.47, 0.80, -0.54, -0.01, -0.04, -0.16, 0.11, 0.09, 0.07, 0.10, 0.08, 0.08, 0.13, -0.19, 0.10, 0.04, 0.05, 0.02, 0.12, 0.06, 0.14, 0.11]}

3.
{"formula": "C9H16Si", "method": "ωB97M-V with the def2-TZVPD basis set", "e_homo_ev": [-7.051, -6.634], "lumo_energy_ev": [0.03, -0.38], "molar_mass_g_mol": 152.31, "e_tot_ha": -641.78687, "symbols": ["C", "C", "C", "C", "C", "C", "C", "C", "C", "Si", "H", "H", "H", "H", "H", "H", "H", "H", "H", "H", "H", "H", "H", "H", "H", "H"], "positions_angstrom": [[-4.46776, -0.75894, -0.32103], [0.35097, 2.75334, 0.72202], [-3.37864, -0.09563, -0.84973], [-2.25203, 0.34980, -0.08347], [-1.33719, 1.22217, -0.56862], [-0.32540, 1.79499, 0.14198], [0.61370, -2.15404, 0.94775], [3.49819, 0.75165, -0.76671], [1.93979, -1.40299, 0.76354], [1.89832, -0.22767, -0.67114], [-5.53194, -0.91611, -0.84456], [-4.56254, -1.00648, 0.74208], [1.38056, 2.54541, 0.88034], [-0.06366, 3.54284, 1.24791], [-3.42481, 0.40015, -1.77800], [-2.10751, 0.10138, 1.01114], [-1.30973, 1.44728, -1.66615], [-0.18019, -1.53214, 0.84750], [0.54009, -2.85305, 0.23359], [0.68060, -2.60483, 1.92370], [4.22035, 0.33317, -0.04653], [3.71260, 0.55255, -1.79222], [3.28024, 1.79607, -0.39944], [2.80326, -2.13145, 0.65358], [2.37369, -1.04204, 1.72222], [1.64904, -0.86543, -2.04975]], "forces_ev_per_a": [[-1.61, 0.54, -1.13], [0.27, -2.37, -0.43], [-1.56, -0.57, 2.30], [-0.33, -0.90, 1.89], [0.25, 0.47, -1.54], [1.13, 0.04, -0.65], [3.38, 0.81, 2.56], [-1.06, 0.36, 1.93], [1.49, -1.21, 0.58], [-0.33, 0.71, 0.02], [2.88, 0.43, 0.69], [0.60, -0.09, -0.38], [0.93, 0.23, 0.26], [-0.97, 1.74, 0.58], [-0.24, -0.09, -1.46], [-0.59, 0.01, -1.33], [-0.25, -0.04, 0.96], [-2.51, 1.96, 0.09], [-0.37, -2.84, -2.53], [-0.62, -0.39, 0.33], [-0.05, 0.00, -0.58], [0.95, 0.79, -0.72], [0.51, -0.81, -1.10], [-0.95, 0.21, -0.74], [-0.96, 0.88, -0.46], [0.01, 0.10, 0.85]], "lowdin_charge": [-0.01, 0.00, -0.20, -0.16, -0.20, -0.12, -0.15, -0.27, -0.41, 0.73, 0.09, 0.04, 0.02, 0.04, 0.08, 0.13, 0.14, 0.00, 0.03, 0.08, 0.03, -0.01, 0.03, 0.08, 0.08, -0.04]}

4.
{"formula": "C9H17AsF6N3O4S3Ta", "method": "ωB97M-V with the def2-TZVPD basis set", "e_homo_ev": -20.944, "charge": 4, "lumo_energy_ev": -13.57, "molar_mass_g_mol": 697.31, "e_tot_ha": -4903.35470, "symbols": ["Ta", "F", "C", "F", "F", "S", "O", "O", "N", "S", "O", "O", "C", "F", "F", "F", "C", "As", "C", "C", "H", "H", "H", "H", "H", "H", "H", "H", "H", "S", "C", "N", "C", "C", "C", "N", "H", "H", "H", "H", "H", "H", "H", "H"], "positions_angstrom": [[-0.13530, 0.78870, -0.82650], [1.33645, -3.81215, 10.74378], [1.29145, -4.88685, 10.14176], [2.32800, -5.38908, 9.69880], [0.21008, -5.45993, 9.98260], [0.22627, -0.28897, 1.43357], [-0.70821, 0.94336, 1.13501], [-0.21266, -1.11678, 0.20658], [1.50534, 0.53709, 0.65934], [2.62898, 0.37853, -0.45423], [1.65810, 0.79473, -1.63629], [3.76825, 1.18136, -0.31846], [3.10552, -1.44649, -0.83090], [2.15660, -1.95630, -1.58773], [3.14180, -2.03224, 0.34042], [4.24810, -1.42083, -1.42649], [-2.52600, -2.22094, -1.53595], [-1.52698, -0.88086, -2.48770], [-0.34301, -1.77669, -3.72244], [-2.78788, 0.12229, -3.55657], [-2.96859, -2.86799, -2.29461], [-3.31581, -1.75108, -0.95300], [-1.86710, -2.79849, -0.89397], [-0.98597, -2.23539, -4.47528], [0.21736, -2.55085, -3.20402], [0.32772, -1.06781, -4.20363], [-3.30171, -0.60316, -4.18940], [-2.26626, 0.84069, -4.18602], [-3.51634, 0.62007, -2.91946], [-1.37547, 2.60315, -1.64362], [-0.85936, 4.17840, -0.92501], [-1.31819, 4.50833, 0.25605], [-1.05335, 5.85686, 0.82917], [-0.92948, 6.85627, -0.30743], [0.12252, 6.39883, -1.30043], [-0.12619, 4.97204, -1.66056], [-1.99022, 3.90593, 0.70932], [-0.13854, 5.79813, 1.41987], [-1.88142, 6.09036, 1.49338], [-0.64203, 7.82663, 0.09454], [-1.89289, 6.98180, -0.80400], [1.13380, 6.47328, -0.90093], [0.07283, 6.96625, -2.22746], [0.20571, 4.64425, -2.55718]], "forces_ev_per_a": [[0.36, -0.04, 0.39], [0.00, 0.06, 0.03], [0.01, -0.17, 0.19], [-0.02, -0.01, 0.00], [0.03, 0.00, 0.00], [0.12, -0.08, -0.05], [-0.09, -0.08, -0.06], [0.08, -0.06, 0.03], [-0.28, 0.25, -0.05], [-0.11, 0.01, -0.05], [0.06, -0.16, -0.33], [0.02, -0.01, 0.04], [0.00, 0.00, 0.03], [-0.08, 0.01, 0.00], [0.01, 0.01, 0.01], [0.02, 0.01, 0.03], [0.00, 0.01, 0.03], [-0.07, 0.09, -0.13], [0.03, 0.01, 0.02], [0.01, -0.01, -0.02], [-0.01, 0.00, 0.00], [0.00, 0.00, 0.01], [0.01, -0.01, -0.01], [0.00, -0.01, 0.00], [0.00, 0.00, 0.00], [0.00, 0.00, 0.00], [0.00, -0.01, 0.00], [0.00, 0.00, 0.00], [0.00, 0.00, 0.00], [-0.12, 0.17, -0.07], [0.02, -0.03, 0.00], [-0.01, 0.04, -0.01], [0.01, -0.01, 0.00], [0.00, 0.01, -0.01], [0.00, 0.00, -0.01], [0.02, 0.00, 0.00], [0.02, -0.02, 0.01], [-0.01, 0.00, 0.01], [-0.01, 0.00, -0.01], [0.00, 0.00, -0.01], [0.00, 0.00, 0.00], [0.00, -0.01, 0.01], [0.02, 0.00, 0.00], [-0.03, 0.01, -0.01]], "lowdin_charge": [1.43, 0.45, -0.35, 0.45, 0.45, 1.02, -0.54, -0.59, -0.46, 0.79, -0.45, -0.12, -0.67, 0.18, 0.21, 0.27, -0.22, 1.04, -0.22, -0.26, 0.07, 0.06, 0.04, 0.07, 0.04, 0.05, 0.07, 0.05, 0.04, 0.71, -0.65, 0.07, -0.09, -0.13, -0.09, 0.08, 0.16, 0.14, 0.15, 0.15, 0.14, 0.14, 0.15, 0.16]}

Number 1 is which compound?
C9H16OS